Formula: C7H10F6K2N3O18S6
Source: the Open Molecules 2025 dataset
Level of theory: ωB97M-V/def2-TZVPD

Atoms and positions in Å:
K -2.27865 3.45154 1.23757
K 3.76146 2.97083 -3.05120
N 3.72747 -2.62868 -2.90132
S 3.56071 -3.08823 -1.36652
O 2.33092 -3.74287 -1.11143
O 4.12701 -2.18967 -0.44333
F 4.61552 -4.26066 -1.39954
S 2.49091 -1.71225 -3.24661
O 2.41609 -0.51366 -2.47146
O 1.27711 -2.35391 -3.60890
F 3.05224 -1.13663 -4.65147
N -0.26536 2.24874 0.00979
S -0.12388 2.12229 -1.62608
O -0.95171 1.18293 -2.29429
O 1.17916 2.42056 -2.12201
F -0.91068 3.47052 -1.88348
S 0.34356 0.85693 0.52550
O 1.69643 1.08231 0.92932
O 0.10144 -0.32300 -0.19043
F -0.48849 0.72390 1.86702
N -1.52848 6.10682 0.72957
S -1.34776 7.31992 1.77871
O -2.52573 8.03239 2.14641
O -0.14599 8.04059 1.54475
F -1.03805 6.40955 3.05062
S -2.44034 6.61375 -0.45997
O -1.74689 7.42544 -1.40237
O -3.80576 6.87468 -0.19044
F -2.44067 5.17631 -1.16795
C -3.15687 -1.25483 -1.84619
C -4.66024 -1.05591 -1.69810
O -4.74594 0.03784 -0.79192
C -3.56119 0.15328 -0.14430
O -3.35335 0.87664 0.78322
O -2.63278 -0.62654 -0.69165
H -2.78591 -0.71838 -2.72970
H -2.77790 -2.25252 -2.05563
H -5.17986 -1.93055 -1.29438
H -5.15027 -0.84824 -2.64709
C 2.99720 -5.33916 2.58227
C 2.05424 -4.23479 2.15116
C 0.80639 -4.12173 3.06612
O 0.73092 -2.74534 3.39449
C 1.82942 -2.09534 2.92294
O 1.99412 -0.93144 2.95458
O 2.66187 -2.96279 2.30424
H 3.53453 -5.14699 3.50610
H 3.70908 -5.54371 1.77806
H 2.40778 -6.26364 2.60322
H 1.75648 -4.42383 1.11918
H 0.96472 -4.71019 3.97237
H -0.08402 -4.44226 2.53055

- total energy (eV) = -162716.522
- maximum force (eV Å⁻¹) = 3.82
- net charge = -1

Mulliken atomic charge list, values in e, 5 entries: K 0.927; K 0.990; N -0.561; S 1.292; O -0.610



Formula: C35H41ClF24NO20
Source: the Open Molecules 2025 dataset
Level of theory: ωB97M-V/def2-TZVPD

Atoms and positions in Å:
O -4.50800 1.25518 1.85256
C -3.57913 1.94813 1.56984
O -2.29940 1.57545 1.93262
C -3.89031 3.29210 0.79212
N -3.25436 4.47362 1.36833
C -2.79511 5.41807 0.44162
F -2.06412 4.83640 -0.59172
F -3.80085 6.07487 -0.22638
F -1.90809 6.31659 0.94347
C -3.80860 4.93577 2.62910
O -4.99468 4.22277 3.02842
C -2.80107 4.66455 3.85919
C -1.30341 4.90346 3.53761
O -0.84122 5.96023 3.79009
Cl -0.17016 3.69134 2.82261
C -4.23884 6.45768 2.75339
O -3.58493 7.27216 3.43237
O -5.28372 6.84844 2.14353
H -1.77475 1.27729 1.17298
H -3.55195 3.06240 -0.25444
H -5.00234 3.36613 0.69419
H -5.05888 4.25958 3.99294
H -3.17233 5.19324 4.76021
H -2.92546 3.56976 4.06661
C -0.22857 -2.95323 -3.67947
C -0.52081 -2.89921 -2.19384
O 0.10193 -1.75014 -1.59424
C -0.57048 -0.60048 -1.69987
O -1.62557 -0.47239 -2.24804
C 0.18033 0.51987 -0.97804
F 1.49878 0.50257 -1.23629
F 0.04518 0.41979 0.36089
F -0.26063 1.73214 -1.32197
H 0.84194 -2.91928 -3.85877
H -0.63318 -3.86633 -4.11984
H -0.66437 -2.09838 -4.19600
H -0.09567 -3.77481 -1.70129
H -1.59354 -2.90718 -1.99379
C -0.27043 -2.32961 6.92954
C -1.53195 -1.91748 6.20027
O -1.85243 -0.54500 6.47187
C -1.20501 0.36097 5.72947
O -0.39913 0.10062 4.88557
C -1.67833 1.77203 6.08379
F -1.78223 1.96083 7.41214
F -2.89083 2.02522 5.56628
F -0.84391 2.71211 5.62425
H -0.36223 -2.12854 7.99895
H -0.07150 -3.39232 6.78574
H 0.59074 -1.76541 6.57143
H -2.37525 -2.50916 6.55719
H -1.44880 -2.09023 5.12619
C 2.10486 -8.62362 -6.90384
C 1.81627 -8.57384 -5.41766
O 2.44456 -7.42967 -4.81494
C 1.77814 -6.27703 -4.91381
O 0.72232 -6.14069 -5.45912
C 2.53695 -5.16459 -4.18888
F 3.85630 -5.18744 -4.44803
F 2.41024 -5.26228 -2.85305
F 2.09879 -3.94406 -4.52717
H 3.18079 -8.59538 -7.08616
H 1.69548 -9.53344 -7.34418
H 1.67042 -7.76450 -7.41746
H 2.23954 -9.45180 -4.92981
H 0.74412 -8.57798 -5.21596
C 3.75993 -2.91135 2.63976
C 4.55818 -3.78230 3.58838
O 4.63567 -3.17861 4.89058
C 3.58840 -3.38275 5.69315
O 2.61668 -4.01794 5.40226
C 3.82882 -2.72632 7.05403
F 4.34255 -1.49118 6.94230
F 4.69528 -3.43702 7.80068
F 2.70208 -2.61338 7.76524
H 4.17374 -1.90196 2.60651
H 3.76980 -3.33071 1.63296
H 2.72304 -2.82124 2.96707
H 5.58319 -3.87595 3.22941
H 4.14532 -4.79026 3.65274
C -3.96352 0.00598 -7.69075
C -3.98714 -1.50846 -7.69353
O -2.78705 -2.03643 -8.28614
C -1.72664 -2.12202 -7.47953
O -1.71398 -1.79389 -6.32965
C -0.54288 -2.74360 -8.22395
F -0.39315 -2.23384 -9.45835
F -0.69695 -4.07228 -8.36681
F 0.61567 -2.55131 -7.58176
H -3.79472 0.38810 -8.69943
H -4.90656 0.40408 -7.31517
H -3.15424 0.38518 -7.06498
H -4.81619 -1.86361 -8.30563
H -4.13208 -1.90974 -6.68946
C 5.12643 -2.88822 -5.65933
C 5.40253 -1.71127 -6.57145
O 6.74001 -1.77652 -7.09795
C 6.91115 -2.55725 -8.16694
O 6.04620 -3.19093 -8.69830
C 8.36363 -2.48899 -8.64339
F 9.23741 -2.56164 -7.62481
F 8.61351 -1.33619 -9.29012
F 8.66690 -3.48326 -9.48574
H 5.88082 -2.94850 -4.87219
H 4.14441 -2.79466 -5.20021
H 5.16332 -3.82894 -6.21006
H 5.33776 -0.78236 -6.00505
H 4.67102 -1.64829 -7.37839
C -3.09922 9.10790 5.90110
C -2.39631 8.21800 6.90028
O -2.35524 8.83722 8.20766
C -3.44280 8.69666 8.96039
O -4.43378 8.10669 8.63854
C -3.22785 9.35999 10.32281
F -2.64765 10.56899 10.21837
F -2.43130 8.61463 11.11397
F -4.37674 9.54018 10.98806
H -2.63600 10.09812 5.87660
H -3.05557 8.67020 4.90238
H -4.14730 9.25237 6.16988
H -1.36017 8.07099 6.59622
H -2.85949 7.23201 6.95445

- total energy (eV) = -157145.682
- maximum force (eV Å⁻¹) = 4.23
- net charge = -1

Mulliken atomic charge list, values in e, 5 entries: O -0.595; C 0.599; O -0.153; C -0.729; N 0.463



Formula: C5H8O3S
Source: the Open Molecules 2025 dataset
Level of theory: ωB97M-V/def2-TZVPD

Atoms and positions in Å:
C 1.84675 0.91550 -2.64327
C 1.09047 0.67985 -1.53441
O 0.80720 -0.56077 -1.10899
C -0.28478 -0.88015 -0.27255
C -0.47881 -0.51335 1.00591
C -1.68721 -1.00949 1.74331
S 0.43082 2.25370 -0.69146
O -0.93095 2.48934 -0.96056
O 0.88571 2.26812 0.65346
H 2.35331 1.88748 -2.93149
H 2.06816 0.00965 -3.28232
H -0.97427 -1.61932 -0.70291
H 0.18888 0.05751 1.70413
H -2.56740 -1.40022 1.06570
H -1.40896 -1.81221 2.42126
H -2.09350 -0.20310 2.40399
H 1.06437 3.35972 -1.27641

- total energy (eV) = -22288.420
- energy above the lowest of the compared OMol25 structures with the same formula, charge and spin (kcal/mol) = 93.1
- maximum force (eV Å⁻¹) = 2.83
- net charge = 0
- SMILES = C=C(O/C=C/C)[SH](=O)=O

Mulliken atomic charge list, values in e, 5 entries: C -0.736; C 0.618; O -0.370; C -0.427; C 0.267



Formula: C9H15NbO2P
Source: the Open Molecules 2025 dataset
Level of theory: ωB97M-V/def2-TZVPD

Atoms and positions in Å:
C 4.72818 0.53434 0.19489
P 3.46476 -0.83952 -0.00677
O 3.40421 -1.09675 -1.67280
Nb 1.15170 -0.00247 0.80701
C 0.02573 -1.95620 0.40972
C -1.48706 -1.90090 0.18690
O -2.15951 -2.92433 0.17803
C -2.20689 -0.58690 -0.07364
C -2.91538 -0.02700 0.95207
C -3.53919 1.17609 0.73234
C -3.42984 1.75693 -0.50009
C -2.73435 1.19109 -1.52696
C -2.09789 -0.00716 -1.30896
H 4.22486 1.49787 0.26946
H 5.26826 0.40432 1.13571
H 5.39809 0.59198 -0.66871
H 3.18148 -0.27328 -2.12292
H 1.59483 -0.48194 2.54623
H 2.03125 1.60961 0.95221
H 0.79708 0.47736 -0.93129
H -0.22308 0.95855 1.49991
H 0.41620 -2.45799 -0.48693
H 0.22653 -2.63400 1.24841
H -2.95482 -0.53673 1.90545
H -4.07773 1.64583 1.54556
H -3.89912 2.71588 -0.70064
H -2.68145 1.66796 -2.49631
H -1.50685 -0.50265 -2.06789

- total energy (eV) = -24505.298
- maximum force (eV Å⁻¹) = 2.11
- net charge = -1

Mulliken atomic charge list, values in e, 5 entries: C -0.925; P 0.214; O -0.523; Nb -0.740; C -1.010



Formula: C7H7N
Source: the Open Molecules 2025 dataset
Level of theory: ωB97M-V/def2-TZVPD

Atoms and positions in Å:
C 2.43254 0.16732 0.71406
C 0.36958 -0.36775 1.81497
C -0.03867 0.27932 0.52933
C 1.62840 0.29107 -0.32552
C 1.67504 -0.47520 1.91479
C -1.07007 0.34100 -1.79439
C -0.85790 -0.47560 -0.60767
N 2.88307 0.02404 2.02457
H -0.47903 -0.63271 2.48483
H -0.62700 1.24779 0.65396
H -2.03777 1.01199 -1.84969
H -1.40755 -0.43235 -2.56105
H -0.24688 0.99575 -1.94358
H -0.33507 -1.38587 -0.85135
H -1.88871 -0.58879 -0.20326

- multiplicity = 3
- total energy (eV) = -8852.114
- energy above the lowest of the compared OMol25 structures with the same formula, charge and spin (kcal/mol) = 85.4
- maximum force (eV Å⁻¹) = 4.21
- net charge = 0

Mulliken atomic charge list, values in e, 5 entries: C 0.220; C -0.815; C -0.056; C -0.358; C 0.621



Formula: CH4N2
Source: the Open Molecules 2025 dataset
Level of theory: ωB97M-V/def2-TZVPD

Atoms and positions in Å:
C -0.62587 -0.06037 0.02149
N 0.60252 -0.74310 -0.08804
N 0.62426 0.70382 0.11262
H -1.35109 0.06706 -0.95234
H -1.20175 -0.01316 0.91044
H 1.03196 -1.23683 0.79331
H 0.91997 1.28258 -0.79747

- total energy (eV) = -4079.177
- energy above the lowest of the compared OMol25 structures with the same formula, charge and spin (kcal/mol) = 85.4
- maximum force (eV Å⁻¹) = 3.27
- net charge = 0
- SMILES = C1NN1

Mulliken atomic charge list, values in e, 5 entries: C -0.024; N -0.429; N -0.433; H 0.182; H 0.225



Q: Which of these has the lowest maximum force?
A: C9H15NbO2P



Q: What is the formula in the fourth record?
A: C9H15NbO2P



Q: Which of these has the highest maximum force?
A: C35H41ClF24NO20



Q: Which formula does entry 4 have?
A: C9H15NbO2P